No. 1
{
  "formula": "H8O4",
  "method": "ωB97M-V/def2-TZVPD",
  "smiles": "O.O.O.O",
  "orbital_gap_ev": 11.0200,
  "lumo_ev": 0.37,
  "symbols": ["O", "H", "H", "O", "H", "H", "O", "H", "H", "O", "H", "H"],
  "xyz": [[0.533, -0.464, 0.251], [0.247, -0.741, -0.619], [0.508, -1.264, 0.778], [-0.962, -3.048, 0.615], [-1.057, -3.908, 1.025], [-0.852, -3.238, -0.317], [1.455, 1.970, -0.692], [2.013, 2.193, 0.053], [1.094, 1.111, -0.473], [-1.268, 2.270, -0.008], [-1.386, 3.008, -0.606], [-0.324, 2.111, -0.007]]
}

---

No. 2
{
  "formula": "C3H5N3",
  "method": "ωB97M-V/def2-TZVPD",
  "smiles": "C/N=C(\\N)C#N",
  "orbital_gap_ev": 10.6883,
  "lumo_ev": 0.65,
  "symbols": ["C", "N", "C", "N", "C", "N", "H", "H", "H", "H", "H"],
  "xyz": [[-1.194, -0.426, -1.081], [-0.892, 0.637, -0.147], [0.192, 0.476, 0.499], [1.067, -0.592, 0.414], [0.558, 1.455, 1.515], [0.899, 2.206, 2.325], [-2.176, -0.238, -1.539], [-0.456, -0.513, -1.895], [-1.098, -1.393, -0.541], [1.180, -1.062, -0.471], [1.934, -0.537, 0.922]]
}

---

No. 3
{
  "formula": "C6H14N2O2",
  "method": "ωB97M-V/def2-TZVPD",
  "smiles": "CNC(C)=O.CNC(C)=O",
  "orbital_gap_ev": 9.4716,
  "lumo_ev": 0.56,
  "symbols": ["C", "C", "C", "O", "N", "H", "H", "H", "H", "H", "H", "H", "C", "C", "C", "O", "N", "H", "H", "H", "H", "H", "H", "H"],
  "xyz": [[3.306, -0.017, 0.195], [0.909, -1.254, -2.431], [1.979, -0.325, -0.483], [0.945, 0.245, -0.197], [2.001, -1.307, -1.441], [3.140, 0.875, 0.799], [4.029, 0.269, -0.552], [2.861, -1.628, -1.851], [0.835, -0.227, -2.815], [3.579, -0.810, 0.884], [1.102, -1.868, -3.319], [-0.007, -1.609, -1.961], [-2.581, 1.984, -0.131], [-1.493, -0.704, 2.338], [-2.187, 0.401, 1.624], [-3.136, 0.968, 2.158], [-1.856, 0.799, 0.335], [-1.018, 0.556, -0.178], [-2.471, 2.743, 0.648], [-2.125, -1.012, 3.179], [-2.240, 2.228, -1.138], [-3.652, 1.794, -0.256], [-1.377, -1.636, 1.786], [-0.541, -0.466, 2.807]]
}

---

No. 4
{
  "formula": "C12H23F3MnNO5P2S",
  "method": "ωB97M-V/def2-TZVPD",
  "orbital_gap_ev": [8.9202, 9.6044],
  "charge": 1,
  "s_squared": 8.756,
  "spin_multiplicity": 6,
  "lumo_ev": [-2.84, -3.29],
  "symbols": ["Mn", "P", "C", "C", "N", "C", "C", "C", "C", "C", "P", "H", "H", "H", "H", "H", "H", "H", "H", "O", "H", "H", "O", "H", "C", "H", "H", "H", "C", "H", "H", "H", "C", "H", "H", "H", "C", "H", "H", "H", "F", "C", "F", "F", "S", "O", "O", "O"],
  "xyz": [[0.801, 0.278, -0.022], [-0.067, 1.778, 1.796], [-1.663, 1.026, 2.263], [-2.317, 0.361, 1.069], [-1.560, -0.086, 0.045], [-2.172, -0.680, -1.001], [-3.558, -0.837, -1.053], [-4.335, -0.370, -0.006], [-3.708, 0.247, 1.066], [-1.354, -1.183, -2.172], [0.369, -1.573, -1.679], [-4.246, 0.657, 1.910], [-3.972, -1.317, -1.933], [-5.421, -0.487, -0.025], [-1.806, -2.091, -2.591], [-1.314, -0.414, -2.964], [-1.456, 0.277, 3.057], [-2.315, 1.821, 2.663], [1.350, -3.513, 3.148], [0.528, -3.172, 3.580], [0.237, -3.952, 4.096], [3.537, -3.667, 0.164], [3.299, -4.481, 0.643], [4.042, -5.092, 0.436], [0.326, -3.315, -1.176], [-0.050, -3.955, -1.990], [1.324, -3.655, -0.855], [-0.325, -3.425, -0.295], [1.317, -1.424, -3.214], [2.365, -1.671, -2.989], [0.928, -2.108, -3.983], [1.328, -0.384, -3.581], [-0.474, 3.418, 1.131], [-1.041, 3.991, 1.881], [0.449, 3.951, 0.863], [-1.062, 3.337, 0.207], [0.858, 2.090, 3.309], [1.823, 2.543, 3.034], [0.302, 2.765, 3.977], [1.068, 1.137, 3.814], [3.679, 4.029, -1.962], [2.499, 3.740, -1.374], [2.655, 3.859, -0.027], [1.568, 4.646, -1.775], [1.971, 1.994, -1.852], [2.527, 1.755, -3.161], [2.572, 1.161, -0.736], [0.496, 1.990, -1.735]]
}

---

No. 5
{
  "formula": "C6H10",
  "method": "ωB97M-V/def2-TZVPD",
  "orbital_gap_ev": [8.7384, 7.9627],
  "lumo_ev": [0.62, 0.39],
  "symbols": ["C", "C", "C", "C", "C", "C", "H", "H", "H", "H", "H", "H", "H", "H", "H", "H"],
  "xyz": [[2.112, -0.215, 0.042], [0.664, -0.206, -0.448], [-0.382, -0.862, 0.485], [-2.246, 0.419, -0.526], [-1.206, 0.477, 0.571], [-0.075, 1.055, -0.151], [2.128, 0.108, 1.087], [2.729, 0.482, -0.545], [2.565, -1.216, -0.009], [0.646, -0.495, -1.500], [-0.933, -1.718, 0.113], [0.082, -1.132, 1.438], [-2.733, -0.561, -0.687], [-2.240, 1.042, -1.408], [-1.530, 0.797, 1.560], [0.420, 2.024, -0.024]]
}

---

No. 6
{
  "formula": "C4H11NO2S",
  "method": "ωB97M-V/def2-TZVPD",
  "orbital_gap_ev": [5.2992, 7.3238],
  "s_squared": 2.007,
  "spin_multiplicity": 3,
  "lumo_ev": [0.78, -1.84],
  "symbols": ["C", "C", "C", "C", "N", "O", "O", "S", "H", "H", "H", "H", "H", "H", "H", "H", "H", "H", "H"],
  "xyz": [[-0.673, 1.732, 0.856], [-2.201, 0.641, -0.730], [2.772, -0.967, 0.395], [0.758, -1.062, -0.808], [-1.311, 0.550, 0.458], [-1.792, -1.979, 0.268], [1.758, -0.278, -0.270], [-0.745, -1.068, 0.693], [-0.147, 1.577, 1.766], [0.149, 2.071, 0.106], [-1.438, 2.591, 1.115], [-1.730, 0.978, -1.631], [-2.466, -0.403, -0.812], [-3.165, 1.196, -0.370], [3.213, -0.162, 1.124], [3.515, -1.324, -0.391], [2.210, -1.603, 1.134], [0.963, -2.010, -1.134], [0.331, -0.480, -1.769]]
}

---

Repeat the fifth record exactly.
{
  "formula": "C6H10",
  "method": "ωB97M-V/def2-TZVPD",
  "orbital_gap_ev": [8.7384, 7.9627],
  "lumo_ev": [0.62, 0.39],
  "symbols": ["C", "C", "C", "C", "C", "C", "H", "H", "H", "H", "H", "H", "H", "H", "H", "H"],
  "xyz": [[2.112, -0.215, 0.042], [0.664, -0.206, -0.448], [-0.382, -0.862, 0.485], [-2.246, 0.419, -0.526], [-1.206, 0.477, 0.571], [-0.075, 1.055, -0.151], [2.128, 0.108, 1.087], [2.729, 0.482, -0.545], [2.565, -1.216, -0.009], [0.646, -0.495, -1.500], [-0.933, -1.718, 0.113], [0.082, -1.132, 1.438], [-2.733, -0.561, -0.687], [-2.240, 1.042, -1.408], [-1.530, 0.797, 1.560], [0.420, 2.024, -0.024]]
}